{
  "formula": "C24H30BrF13IN3O8P3S2",
  "method": "ωB97M-V with the def2-TZVPD basis set",
  "max_force_ev_per_a": 6.63,
  "total_charge": -1,
  "orbital_gap_ev": 4.553,
  "elements": ["C", "C", "C", "O", "O", "C", "C", "C", "C", "C", "S", "C", "C", "C", "C", "C", "C", "F", "F", "C", "F", "F", "C", "F", "F", "C", "F", "F", "C", "F", "F", "C", "F", "F", "F", "O", "C", "N", "C", "C", "S", "C", "N", "N", "C", "O", "P", "P", "O", "O", "O", "P", "O", "Br", "H", "H", "H", "H", "H", "H", "H", "H", "H", "H", "H", "H", "H", "H", "H", "H", "H", "H", "H", "H", "H", "H", "H", "H", "H", "H", "H", "H", "H", "H", "I"],
  "positions_angstrom": [[1.69400, -0.88809, 4.19908], [1.85216, -0.55075, 3.04369], [2.23216, -0.29868, 1.60209], [3.07663, 0.78596, 1.53250], [2.80735, -1.46271, 1.05793], [4.24437, -1.52664, 1.15762], [4.53212, -3.05459, 1.40395], [3.72698, -3.93853, 0.42538], [4.16476, -4.31465, -0.83917], [4.94817, -1.16577, -0.23451], [5.87331, 0.44136, -0.35798], [5.12247, 1.33047, -1.82118], [5.16009, 2.89657, -1.70878], [0.73352, -0.15113, 0.81819], [0.32824, 1.35855, 0.95312], [-1.15594, 1.74782, 0.71629], [-1.21064, 3.27944, 0.55713], [-0.62100, 3.82001, 1.66610], [-0.53837, 3.73313, -0.51236], [-2.66561, 3.85205, 0.53529], [-2.65577, 5.03717, 1.18360], [-3.52437, 3.08858, 1.23469], [-3.27374, 4.01593, -0.89915], [-2.85192, 3.07106, -1.73972], [-4.61519, 3.79815, -0.77478], [-3.15332, 5.43903, -1.51085], [-4.03533, 6.23934, -0.88404], [-1.95380, 5.99338, -1.29753], [-3.42106, 5.53731, -3.04296], [-3.37975, 6.85337, -3.33752], [-2.49368, 4.93419, -3.77889], [-4.81456, 5.04114, -3.53245], [-4.91915, 5.43032, -4.81844], [-4.92273, 3.72442, -3.54531], [-5.83110, 5.58946, -2.89157], [-0.01584, -1.12823, 1.53812], [-1.28708, -1.52019, 1.17414], [-1.80031, -1.18556, -0.12513], [-1.26732, -3.10479, 1.28025], [-2.63647, -3.77906, 1.11711], [-2.35411, -5.58966, 0.90185], [-1.27492, -5.63604, -0.47721], [-1.47576, -5.29988, -1.69442], [-0.33033, -5.46426, -2.39398], [0.55094, -5.90291, -1.56633], [0.01704, -6.03262, -0.36095], [-2.46715, -0.96597, 2.58907], [-4.44240, -0.53141, 1.82529], [-5.31145, -1.71952, 1.74356], [-5.13192, 0.46436, 2.91728], [-4.38429, 0.32973, 0.47718], [1.24970, -0.63505, -0.96922], [0.90846, -2.29518, -1.01071], [-0.12124, 0.46422, -2.45663], [1.57804, -1.08988, 5.23853], [3.23120, 1.05160, 2.45660], [4.66163, -0.99795, 2.02127], [4.12852, -3.29181, 2.39696], [5.59941, -3.26370, 1.33198], [2.73186, -4.23199, 0.79274], [4.13869, -3.54053, -1.61770], [4.59423, -5.28369, -1.10349], [5.69821, -1.94970, -0.38873], [4.20514, -1.27949, -1.03142], [5.50662, 0.94585, -2.77446], [4.06823, 1.04417, -1.78544], [5.70329, 3.28041, -0.84192], [5.56292, 3.27290, -2.66786], [4.05277, 3.28707, -1.65790], [0.97936, 1.94086, 0.12830], [0.57703, 1.67858, 1.97459], [-1.60485, 1.35183, -0.19847], [-1.74741, 1.55906, 1.62537], [-1.33460, -1.70246, -0.86911], [-2.78330, -1.38783, -0.24519], [-0.56364, -3.45256, 0.51612], [-0.91199, -3.35358, 2.29346], [-3.19026, -3.46839, 0.22568], [-3.31739, -3.63429, 1.96111], [1.58374, -6.11414, -1.79447], [-2.60327, -2.07371, 3.46429], [-5.89966, 0.00314, 3.27855], [-5.12661, 0.95043, 0.44350], [0.99169, -2.61077, -1.91938], [2.60557, 2.20592, -0.32226]],
  "mulliken_charge": [-0.79, -0.64, 0.77, -0.10, -0.02, 0.44, -1.08, 0.02, -0.72, -0.84, -0.22, 0.13, -0.92, -0.32, -0.86, -0.34, 0.98, -0.41, -0.24, 0.48, -0.35, -0.26, 0.60, -0.30, -0.40, 0.69, -0.30, -0.28, 0.56, -0.31, -0.25, 0.62, -0.28, -0.21, -0.25, -0.15, -0.64, 0.16, -0.18, -0.56, -0.30, 0.57, -0.26, -0.44, 0.04, -0.25, -0.33, 1.13, -0.74, -0.54, -0.39, 0.23, -0.23, -0.29, 0.53, 0.34, 0.37, 0.42, 0.51, 0.18, 0.21, 0.30, 0.47, 0.05, 0.45, -0.35, 0.31, 0.34, 0.04, 0.19, 0.25, 0.30, -0.07, 0.28, 0.21, -0.31, 0.42, 0.35, 0.48, 0.46, 0.12, 0.32, 0.29, 0.28, -0.19]
}